DFT (wB97M-V/def2-TZVPD) results for an isolated molecule of C5H12ClNSi at a distorted geometry.

The LUMO energy is 0.8 eV. Its net charge is 0. The energy above the lowest of the compared OMol25 structures with the same formula, charge and spin is 1.6 kcal/mol. As for the SMILES: C=C[Si@](C)(Cl)NCC. Its orbital gap is 9.8 eV.

Atoms and positions in Å:
C1 1.89 1.58 2.37
C2 1.16 0.56 1.93
Si1 1.10 -0.08 0.20
C3 1.40 -1.90 0.04
Cl1 2.48 0.82 -0.90
N1 -0.58 0.30 -0.34
C4 -1.46 -0.40 -1.35
C5 -2.64 0.54 -1.58
H1 1.83 2.02 3.30
H2 2.58 1.99 1.76
H3 0.40 0.28 2.68
H4 2.05 -2.45 0.81
H5 0.47 -2.46 -0.02
H6 1.88 -1.90 -0.87
H7 -1.35 0.48 0.36
H8 -1.56 -1.44 -1.05
H9 -0.92 -0.27 -2.26
H10 -2.13 1.41 -2.08
H11 -3.36 0.03 -2.29
H12 -3.25 0.90 -0.72